Record 1
{"formula": "C5H9N2O4", "method": "ωB97M-V with the def2-TZVPD basis set", "gap_ev": 10.09, "e_above_lowest_kcal_mol": 141.0, "total_charge": 1, "elements": ["C", "C", "C", "C", "C", "N", "N", "O", "O", "O", "O", "H", "H", "H", "H", "H", "H", "H", "H", "H"], "xyz": [[-2.56, -0.09, -0.05], [3.21, 0.02, 0.54], [1.77, 0.31, 0.94], [2.08, 0.53, -0.43], [-2.52, 1.32, 0.50], [-1.35, -0.61, -0.28], [1.16, -0.57, -0.09], [-3.76, -0.68, -0.17], [1.93, 1.31, -1.51], [-3.51, 1.85, 0.85], [-1.21, -1.95, -0.67], [3.92, 0.71, 0.70], [3.52, -1.03, 0.36], [1.15, 0.58, 1.76], [-1.48, 1.65, 0.43], [0.12, -0.36, -0.21], [1.48, -1.60, -0.12], [2.55, 1.13, -2.12], [-4.46, -0.06, 0.08], [-2.04, -2.46, -0.50]]}

Record 2
{"formula": "CH5N3S2", "method": "ωB97M-V with the def2-TZVPD basis set", "gap_ev": 8.41, "e_above_lowest_kcal_mol": 69.7, "total_charge": 0, "smiles": "[H]/N=N/[H].NSC=S", "elements": ["H", "N", "N", "H", "N", "S", "C", "S", "H", "H", "H"], "xyz": [[-2.80, 0.43, 1.71], [-2.10, 0.06, 1.17], [-2.22, 0.50, -0.02], [-1.42, 0.26, -0.66], [2.74, 0.96, 0.59], [2.70, -0.65, 0.00], [0.96, -1.04, -0.13], [0.48, -2.57, -0.47], [3.25, 0.71, 1.39], [3.12, 1.63, 0.02], [0.03, -0.48, -0.18]]}

Record 3
{"formula": "C6H14NO3", "method": "ωB97M-V with the def2-TZVPD basis set", "gap_ev": [6.55, 6.34], "e_above_lowest_kcal_mol": 92.0, "total_charge": -1, "elements": ["C", "C", "C", "C", "C", "C", "N", "O", "O", "O", "H", "H", "H", "H", "H", "H", "H", "H", "H", "H", "H", "H", "H", "H"], "xyz": [[-0.53, -1.70, 0.78], [2.01, -0.51, -0.91], [0.75, 1.68, -0.49], [-1.24, -0.25, -1.30], [-0.32, -0.47, -0.12], [1.01, 0.23, 0.00], [-1.65, 0.91, 1.48], [-1.91, -0.05, 2.34], [-1.93, 0.95, -1.24], [1.53, 0.21, 1.36], [-1.13, -2.41, 0.22], [0.44, -2.08, 1.09], [-1.01, -1.38, 1.75], [2.98, -0.67, -0.44], [1.75, -1.53, -1.04], [1.93, 0.00, -1.80], [0.58, 1.69, -1.59], [-0.12, 1.80, 0.19], [1.64, 2.27, -0.17], [-1.90, -1.07, -1.29], [-0.86, -0.29, -2.34], [-0.73, 1.27, 1.93], [-2.01, 1.21, -0.29], [0.72, 0.18, 1.88]]}

Record 4
{"formula": "C10H24Cl10N3O6", "method": "ωB97M-V with the def2-TZVPD basis set", "gap_ev": 6.51, "e_above_lowest_kcal_mol": 6.7, "total_charge": -1, "elements": ["N", "H", "H", "H", "H", "N", "O", "O", "O", "N", "O", "O", "O", "Cl", "C", "C", "Cl", "H", "H", "H", "H", "Cl", "C", "C", "Cl", "H", "H", "H", "H", "Cl", "C", "C", "Cl", "H", "H", "H", "H", "Cl", "C", "C", "Cl", "H", "H", "H", "H", "Cl", "C", "C", "Cl", "H", "H", "H", "H"], "xyz": [[0.04, -0.60, 0.54], [-0.80, -0.80, 1.12], [0.85, -1.04, 1.01], [0.30, 0.39, 0.53], [-0.11, -0.88, -0.43], [2.14, -2.08, 3.57], [1.45, -2.69, 4.41], [1.69, -1.94, 2.41], [3.31, -1.74, 3.89], [-2.81, -1.99, 2.91], [-2.19, -2.61, 3.81], [-4.04, -2.00, 2.90], [-2.13, -1.40, 2.02], [-2.19, 1.10, -0.91], [-3.10, 2.24, -1.94], [-2.41, 3.56, -2.15], [-2.20, 4.43, -0.58], [-4.08, 2.40, -1.48], [-3.22, 1.84, -2.95], [-2.80, 4.24, -2.90], [-1.43, 3.38, -2.61], [-1.68, -2.84, -0.90], [-1.15, -4.31, -0.01], [0.19, -4.82, -0.50], [1.40, -3.51, -0.28], [-1.93, -5.05, -0.14], [-1.23, -4.01, 1.04], [0.20, -5.12, -1.54], [0.55, -5.63, 0.14], [1.16, 2.81, -0.73], [2.86, 2.72, -0.13], [3.72, 1.66, -0.75], [3.13, 0.06, -0.57], [2.92, 2.60, 0.96], [3.23, 3.74, -0.26], [4.73, 1.84, -0.36], [3.90, 1.81, -1.82], [1.09, 4.93, 2.13], [-0.34, 4.29, 2.93], [-0.11, 3.10, 3.83], [0.37, 1.63, 2.94], [-1.05, 3.96, 2.17], [-0.73, 5.13, 3.51], [-1.00, 2.92, 4.44], [0.62, 3.34, 4.60], [0.44, -0.63, -2.58], [0.97, -1.88, -3.72], [-0.05, -2.01, -4.88], [-1.67, -2.46, -4.33], [1.21, -2.81, -3.20], [1.90, -1.54, -4.17], [0.25, -2.73, -5.64], [-0.16, -1.03, -5.35]]}

Record 5
{"formula": "C5H8O2S", "method": "ωB97M-V with the def2-TZVPD basis set", "gap_ev": 9.69, "e_above_lowest_kcal_mol": 64.5, "total_charge": 0, "smiles": "CC(C=O)(C=O)CS", "elements": ["C", "C", "C", "O", "C", "O", "C", "S", "H", "H", "H", "H", "H", "H", "H", "H"], "xyz": [[-1.64, 0.03, 1.36], [-0.49, 0.12, 0.35], [-0.47, -1.45, -0.18], [-1.22, -1.94, -0.94], [-1.14, 1.04, -0.67], [-0.66, 2.16, -0.89], [0.92, 0.49, 0.89], [2.16, -0.18, -0.22], [-2.65, -0.33, 1.03], [-1.96, 1.04, 1.65], [-1.63, -0.61, 2.34], [0.32, -2.13, 0.34], [-1.95, 0.45, -1.34], [1.12, 1.55, 0.97], [0.80, -0.20, 1.88], [3.29, -0.11, 0.79]]}

Record 6
{"formula": "C4H5NO3S2", "method": "ωB97M-V with the def2-TZVPD basis set", "gap_ev": [8.80, 8.80], "e_above_lowest_kcal_mol": 25.3, "total_charge": 0, "smiles": "CS(=O)(=O)c1cc(=O)[nH]s1", "elements": ["C", "S", "O", "O", "C", "C", "C", "O", "N", "S", "H", "H", "H", "H", "H"], "xyz": [[-2.14, -0.67, -0.59], [-1.48, 0.79, 0.22], [-1.88, 0.71, 1.60], [-1.76, 2.08, -0.43], [0.21, 0.40, 0.13], [0.88, -0.50, 0.82], [2.31, -0.53, 0.42], [3.22, -1.23, 0.71], [2.54, 0.51, -0.42], [1.30, 1.46, -1.05], [-1.63, -1.41, -0.16], [-3.24, -0.67, -0.42], [-2.07, -0.57, -1.60], [0.32, -1.16, 1.60], [3.42, 0.78, -0.83]]}

Record 7
{"formula": "C2H10N6O2P", "method": "ωB97M-V with the def2-TZVPD basis set", "gap_ev": 10.11, "e_above_lowest_kcal_mol": 19.5, "total_charge": 1, "elements": ["C", "C", "N", "N", "N", "N", "N", "N", "O", "O", "P", "H", "H", "H", "H", "H", "H", "H", "H", "H", "H"], "xyz": [[0.42, -1.20, -1.98], [-0.50, 0.93, 2.20], [0.82, -2.38, -2.48], [0.06, -0.29, -2.83], [-0.14, 0.87, 3.46], [0.47, 1.11, 1.29], [-1.77, 0.85, 1.82], [0.31, -0.94, -0.73], [-1.11, 1.63, -0.78], [1.50, 1.85, -0.89], [0.24, 1.37, -0.38], [0.80, -2.70, -3.48], [1.11, -3.02, -1.77], [0.25, -0.21, -3.75], [-0.35, 0.51, -2.47], [0.78, 0.62, 3.84], [-0.75, 0.38, 4.12], [1.35, 0.73, 1.55], [-2.35, 0.34, 2.52], [-2.03, 1.04, 0.89], [0.89, -1.50, -0.16]]}

Record 8
{"formula": "C36H35MnN3O5Sb", "method": "ωB97M-V with the def2-TZVPD basis set", "gap_ev": [5.62, 5.70], "multiplicity": 4, "s_squared": 3.922, "total_charge": 3, "elements": ["Mn", "C", "C", "O", "N", "C", "C", "C", "C", "C", "C", "N", "H", "H", "H", "H", "H", "H", "H", "H", "H", "H", "C", "C", "C", "C", "C", "C", "C", "Sb", "C", "C", "C", "C", "C", "C", "C", "C", "C", "C", "C", "C", "C", "C", "H", "H", "H", "H", "H", "H", "H", "H", "H", "H", "H", "H", "H", "H", "H", "H", "H", "H", "H", "H", "H", "O", "C", "O", "C", "C", "C", "C", "C", "C", "N", "O", "O", "H", "H", "H", "H"], "xyz": [[-0.53, 1.10, 0.58], [0.35, -0.39, 3.02], [0.78, 0.72, 2.10], [1.31, 0.46, 0.90], [0.88, 1.96, 2.60], [1.57, 3.09, 1.98], [1.12, 3.52, 0.60], [1.70, 4.64, 0.03], [1.33, 5.02, -1.25], [0.35, 4.30, -1.92], [-0.23, 3.24, -1.28], [0.17, 2.84, -0.05], [0.33, -1.33, 2.48], [-0.65, -0.19, 3.42], [1.03, -0.48, 3.87], [0.59, 2.08, 3.56], [2.65, 2.89, 1.94], [1.44, 3.94, 2.65], [2.42, 5.21, 0.59], [1.79, 5.88, -1.72], [0.02, 4.58, -2.91], [-1.05, 2.69, -1.73], [6.68, -0.03, 0.28], [6.01, 0.00, 1.63], [6.78, 0.07, 2.79], [6.21, 0.07, 4.06], [4.83, 0.00, 4.21], [4.03, -0.05, 3.08], [4.62, -0.04, 1.82], [3.47, -0.13, 0.05], [3.90, 1.68, -0.92], [4.57, 2.59, -0.08], [5.05, 3.77, -0.62], [4.87, 4.02, -1.98], [4.19, 3.12, -2.79], [3.66, 1.93, -2.27], [2.91, 1.00, -3.19], [3.68, -2.04, -0.84], [4.07, -2.07, -2.18], [4.45, -3.30, -2.69], [4.39, -4.43, -1.89], [3.98, -4.35, -0.56], [3.59, -3.14, 0.01], [3.16, -3.09, 1.45], [7.64, -0.53, 0.35], [6.86, 0.98, -0.09], [6.09, -0.57, -0.47], [7.86, 0.11, 2.69], [6.85, 0.12, 4.93], [4.39, -0.03, 5.20], [2.96, -0.11, 3.19], [4.77, 2.36, 0.96], [5.58, 4.47, 0.01], [5.25, 4.94, -2.42], [4.07, 3.31, -3.85], [2.19, 1.56, -3.78], [2.36, 0.23, -2.64], [3.59, 0.53, -3.90], [4.12, -1.19, -2.80], [4.79, -3.36, -3.72], [4.64, -5.40, -2.31], [3.96, -5.25, 0.05], [2.59, -3.97, 1.71], [2.54, -2.21, 1.65], [4.03, -3.05, 2.11], [-4.44, 0.64, 0.72], [-3.51, 1.23, 1.15], [-2.24, 1.00, 0.62], [-3.52, 2.17, 2.30], [-2.55, 3.16, 2.45], [-2.51, 3.93, 3.60], [-3.45, 3.69, 4.59], [-4.47, 2.78, 4.42], [-4.51, 2.01, 3.27], [-3.30, 4.39, 5.88], [-2.20, 4.85, 6.12], [-4.26, 4.43, 6.61], [-1.85, 3.37, 1.65], [-1.77, 4.70, 3.75], [-5.22, 2.66, 5.20], [-5.28, 1.26, 3.12]]}

Record 9
{"formula": "C39H78O39", "method": "ωB97M-V with the def2-TZVPD basis set", "gap_ev": [8.94, 2.31], "e_above_lowest_kcal_mol": 47.7, "multiplicity": 2, "s_squared": 0.756, "total_charge": 1, "elements": ["C", "O", "C", "O", "O", "C", "H", "H", "H", "H", "H", "H", "C", "O", "C", "O", "O", "C", "H", "H", "H", "H", "H", "H", "C", "O", "C", "O", "O", "C", "H", "H", "H", "H", "H", "H", "C", "O", "C", "O", "O", "C", "H", "H", "H", "H", "H", "H", "C", "O", "C", "O", "O", "C", "H", "H", "H", "H", "H", "H", "C", "O", "C", "O", "O", "C", "H", "H", "H", "H", "H", "H", "C", "O", "C", "O", "O", "C", "H", "H", "H", "H", "H", "H", "C", "O", "C", "O", "O", "C", "H", "H", "H", "H", "H", "H", "C", "O", "C", "O", "O", "C", "H", "H", "H", "H", "H", "H", "C", "O", "C", "O", "O", "C", "H", "H", "H", "H", "H", "H", "C", "O", "C", "O", "O", "C", "H", "H", "H", "H", "H", "H", "C", "O", "C", "O", "O", "C", "H", "H", "H", "H", "H", "H", "C", "O", "C", "O", "O", "C", "H", "H", "H", "H", "H", "H"], "xyz": [[-2.76, 6.07, 1.33], [-3.82, 6.20, 0.38], [-4.57, 7.34, 0.35], [-4.43, 8.27, 1.19], [-5.29, 7.31, -0.74], [-5.98, 8.43, -1.18], [-2.38, 7.05, 1.61], [-1.95, 5.41, 1.02], [-3.11, 5.46, 2.17], [-5.97, 9.32, -0.55], [-7.04, 8.21, -1.30], [-5.48, 8.69, -2.11], [2.21, 6.89, 0.68], [2.42, 5.88, -0.31], [1.37, 5.39, -0.93], [0.19, 5.83, -0.79], [1.74, 4.40, -1.75], [0.99, 3.64, -2.69], [1.73, 6.53, 1.59], [1.44, 7.56, 0.30], [3.09, 7.51, 0.85], [1.10, 4.28, -3.57], [-0.01, 3.39, -2.35], [1.56, 2.72, -2.80], [-3.09, -8.26, -4.16], [-2.65, -7.17, -3.40], [-1.55, -6.55, -3.76], [-0.85, -6.86, -4.72], [-1.25, -5.68, -2.82], [0.01, -5.02, -2.82], [-2.31, -8.92, -4.52], [-3.62, -7.71, -4.94], [-3.94, -8.79, -3.75], [0.84, -5.64, -2.48], [-0.05, -4.04, -2.35], [0.36, -4.73, -3.81], [3.88, -3.64, -3.77], [4.36, -4.82, -3.11], [4.03, -5.03, -1.83], [3.21, -4.32, -1.24], [4.59, -6.15, -1.40], [4.12, -6.80, -0.14], [2.81, -3.45, -3.70], [4.09, -3.64, -4.84], [4.31, -2.74, -3.32], [4.82, -7.47, 0.34], [3.16, -7.30, -0.26], [3.97, -6.04, 0.63], [-2.96, 1.01, 3.32], [-3.24, 2.39, 3.13], [-4.34, 2.90, 3.75], [-4.87, 2.28, 4.70], [-4.65, 3.94, 3.11], [-5.85, 4.65, 3.46], [-3.54, 0.42, 4.03], [-1.89, 0.97, 3.55], [-3.09, 0.56, 2.34], [-5.73, 5.22, 4.38], [-6.63, 3.91, 3.61], [-6.09, 5.42, 2.72], [-7.72, -1.38, -0.26], [-6.35, -1.20, 0.07], [-5.44, -1.16, -0.90], [-5.56, -1.22, -2.15], [-4.25, -0.79, -0.33], [-3.18, -0.45, -1.19], [-7.90, -2.38, -0.63], [-8.11, -0.55, -0.85], [-8.33, -1.35, 0.65], [-2.32, -0.57, -0.53], [-3.18, 0.60, -1.50], [-2.93, -1.14, -1.99], [-3.51, 3.89, -1.62], [-4.90, 4.24, -1.84], [-5.35, 4.60, -3.07], [-4.72, 4.62, -4.10], [-6.62, 4.99, -2.94], [-7.27, 5.88, -3.85], [-3.44, 2.83, -1.86], [-3.12, 3.99, -0.61], [-2.72, 4.41, -2.16], [-6.89, 6.89, -3.71], [-8.35, 5.98, -3.79], [-6.93, 5.78, -4.88], [-0.63, 2.58, 0.58], [0.38, 1.86, -0.06], [0.52, 0.51, 0.08], [-0.21, -0.29, 0.63], [1.67, 0.19, -0.60], [2.09, -1.11, -0.68], [-1.21, 2.02, 1.31], [-1.28, 3.12, -0.11], [-0.17, 3.32, 1.24], [2.83, -1.29, -1.45], [1.25, -1.75, -0.94], [2.57, -1.39, 0.26], [7.22, -0.89, -3.90], [6.91, 0.17, -2.99], [5.64, 0.49, -2.69], [4.63, -0.11, -3.05], [5.64, 1.53, -1.94], [4.41, 2.08, -1.46], [8.28, -1.09, -3.98], [6.96, -0.67, -4.94], [6.74, -1.81, -3.57], [3.77, 1.25, -1.16], [3.86, 2.45, -2.33], [4.43, 2.93, -0.78], [5.38, -1.90, 0.44], [6.64, -1.54, -0.16], [7.37, -2.35, -0.85], [7.00, -3.49, -1.19], [8.56, -1.82, -1.12], [9.64, -2.66, -1.50], [4.96, -1.01, 0.91], [5.32, -2.61, 1.26], [4.73, -2.13, -0.40], [10.51, -2.49, -0.87], [10.04, -2.54, -2.51], [9.40, -3.70, -1.31], [-1.05, 1.48, 7.54], [-1.31, 2.60, 6.70], [-0.35, 2.88, 5.71], [0.63, 2.09, 5.44], [-0.83, 3.84, 5.02], [-0.15, 4.14, 3.89], [-1.27, 0.55, 7.00], [-1.60, 1.48, 8.48], [-0.02, 1.49, 7.90], [0.76, 3.58, 3.70], [0.07, 5.20, 4.00], [-0.86, 4.11, 3.06], [0.58, -4.38, 1.25], [-0.53, -5.04, 0.66], [-0.34, -6.29, 0.21], [0.76, -6.85, 0.10], [-1.56, -6.79, 0.07], [-1.71, -8.10, -0.33], [0.20, -3.51, 1.79], [1.37, -3.97, 0.62], [1.19, -4.96, 1.95], [-2.00, -8.20, -1.38], [-2.60, -8.39, 0.23], [-0.94, -8.83, -0.06], [1.28, -1.17, 4.33], [1.91, -2.47, 4.50], [2.86, -2.82, 3.64], [3.41, -2.14, 2.79], [3.19, -4.13, 3.89], [4.22, -4.86, 3.19], [1.91, -0.32, 4.04], [0.82, -0.89, 5.28], [0.44, -1.26, 3.64], [4.08, -4.68, 2.12], [4.07, -5.94, 3.21], [5.25, -4.54, 3.35]]}

Record 10
{"formula": "H24O12", "method": "ωB97M-V with the def2-TZVPD basis set", "gap_ev": 8.55, "e_above_lowest_kcal_mol": 38.9, "total_charge": 0, "smiles": "O.O.O.O.O.O.O.O.O.O.O.O", "elements": ["O", "H", "H", "O", "H", "H", "O", "H", "H", "O", "H", "H", "O", "H", "H", "O", "H", "H", "O", "H", "H", "O", "H", "H", "O", "H", "H", "O", "H", "H", "O", "H", "H", "O", "H", "H"], "xyz": [[0.70, -0.02, 0.30], [0.07, -0.12, -0.41], [0.23, 0.47, 0.97], [2.27, -0.63, -2.31], [1.55, -0.01, -2.41], [2.58, -0.50, -1.42], [1.71, -3.37, 0.04], [1.18, -3.07, -0.70], [2.12, -2.57, 0.38], [-2.31, 1.80, -1.05], [-2.41, 2.68, -0.68], [-2.48, 1.21, -0.31], [3.22, -1.11, 0.75], [2.51, -0.53, 1.00], [3.82, -1.10, 1.50], [-2.39, 1.92, 2.76], [-2.89, 2.55, 2.24], [-2.38, 1.13, 2.22], [1.85, 2.62, 1.93], [1.73, 3.25, 2.63], [2.78, 2.39, 1.97], [-2.37, -0.56, 0.25], [-3.31, -0.69, 0.35], [-1.98, -1.41, 0.45], [0.92, 0.79, 3.87], [0.70, 1.41, 3.18], [1.81, 1.02, 4.13], [-0.07, 1.01, -2.95], [-0.32, 1.22, -3.85], [-0.72, 1.45, -2.40], [0.13, -2.54, -1.96], [0.56, -1.80, -2.38], [-0.80, -2.35, -2.03], [-2.38, -1.60, -2.28], [-3.27, -1.96, -2.27], [-2.37, -1.00, -1.53]]}

Record 11
{"formula": "C16H25N3O", "method": "ωB97M-V with the def2-TZVPD basis set", "gap_ev": 9.43, "e_above_lowest_kcal_mol": 31.8, "total_charge": 0, "smiles": "C[C@H]1CCc2nn(CC(=O)N3CCCCCC3)cc2C1", "elements": ["C", "C", "C", "C", "C", "N", "N", "C", "C", "O", "N", "C", "C", "C", "C", "C", "C", "C", "C", "C", "H", "H", "H", "H", "H", "H", "H", "H", "H", "H", "H", "H", "H", "H", "H", "H", "H", "H", "H", "H", "H", "H", "H", "H", "H"], "xyz": [[-2.13, 2.96, 4.12], [-0.77, 3.32, 3.49], [0.34, 2.29, 3.93], [0.14, 0.86, 3.33], [-0.45, 0.90, 1.96], [-0.74, -0.21, 1.31], [-1.37, 0.25, 0.18], [-1.84, -0.65, -0.88], [-1.00, -0.57, -2.14], [-1.56, -0.21, -3.15], [0.37, -0.91, -2.15], [1.10, -0.80, -3.42], [1.08, -2.11, -4.25], [0.91, -3.38, -3.37], [1.90, -3.58, -2.25], [2.25, -2.40, -1.33], [1.04, -1.47, -0.99], [-1.49, 1.64, 0.13], [-0.92, 2.10, 1.29], [-0.80, 3.44, 1.95], [-2.91, 3.72, 3.80], [-2.47, 1.98, 3.82], [-2.09, 2.93, 5.20], [-0.46, 4.32, 3.88], [0.40, 2.29, 5.02], [1.29, 2.68, 3.54], [1.11, 0.32, 3.29], [-0.51, 0.29, 3.96], [-1.79, -1.69, -0.52], [-2.89, -0.48, -1.14], [2.14, -0.55, -3.18], [0.74, 0.02, -4.02], [1.96, -2.11, -4.86], [0.19, -2.07, -4.92], [1.05, -4.24, -4.02], [-0.11, -3.38, -2.97], [2.85, -3.95, -2.68], [1.56, -4.41, -1.62], [3.07, -1.85, -1.78], [2.63, -2.78, -0.36], [0.35, -2.10, -0.45], [1.40, -0.63, -0.37], [-1.97, 2.19, -0.67], [-1.68, 4.06, 1.65], [0.10, 3.94, 1.62]]}

Number 1: maximum force 5.292 eV/A. Number 2: maximum force 6.423 eV/A. Number 3: maximum force 2.889 eV/A. Number 4: maximum force 2.317 eV/A. Number 5: maximum force 3.615 eV/A. Number 6: maximum force 5.210 eV/A. Number 7: maximum force 4.021 eV/A. Number 8: maximum force 0.977 eV/A. Number 9: maximum force 6.590 eV/A. Number 10: maximum force 0.930 eV/A. Number 11: maximum force 2.012 eV/A.